This record from OMol25 describes a molecular structure, C30H29F3N8O3SSbZn. The level of theory is the ωB97M-V functional and the def2-TZVPD basis.

As for the frontier orbital gap (alpha / beta): 0.190 / 0.190 Ha. As for the net charge: +1. The LUMO energy (alpha / beta) is -3.7 / -3.7 eV.

CARTESIAN COORDINATES (ANGSTROEM)
Zn1 0.000 0.004 0.133
C1 3.126 -0.244 -0.754
C2 2.876 -0.850 0.580
C3 3.864 -1.584 1.231
C4 3.615 -2.092 2.492
C5 2.394 -1.820 3.091
C6 1.467 -1.065 2.392
N1 1.692 -0.626 1.153
Sb1 -0.138 -0.061 3.500
C7 -1.854 -0.574 2.262
C8 -3.024 -0.934 2.925
C9 -4.145 -1.274 2.196
C10 -4.066 -1.174 0.805
C11 -2.902 -0.752 0.204
C12 -2.866 -0.452 -1.255
N2 -1.786 -0.446 0.917
C13 -1.503 1.813 0.165
C14 -2.039 3.060 0.476
C15 -1.467 4.200 -0.054
C16 -0.393 4.068 -0.920
C17 0.124 2.814 -1.193
C18 1.287 2.653 -2.115
N3 -0.426 1.719 -0.641
H1 3.689 0.676 -0.599
H2 2.183 0.005 -1.236
H3 3.711 -0.899 -1.393
H4 4.822 -1.723 0.755
H5 4.365 -2.668 3.013
H6 2.164 -2.160 4.093
H7 -3.008 -0.987 4.006
H8 -5.056 -1.582 2.678
H9 -4.918 -1.426 0.192
H10 -3.121 0.603 -1.372
H11 -3.589 -1.045 -1.808
H12 -1.869 -0.590 -1.668
H13 -2.888 3.119 1.142
H14 -1.847 5.184 0.180
H15 0.047 4.942 -1.372
H16 1.292 3.455 -2.848
H17 1.236 1.697 -2.636
H18 2.209 2.705 -1.533
C19 0.574 -2.491 -2.921
C20 0.244 -2.949 -1.551
N4 0.080 -2.177 -0.493
C21 -0.157 -3.015 0.562
C22 -0.134 -4.301 0.134
N5 0.118 -4.253 -1.210
C23 0.147 -5.420 -2.068
N6 -1.012 -6.224 -1.842
N7 -0.928 -7.488 -1.367
N8 -2.076 -7.967 -1.190
C24 -3.019 -7.034 -1.518
C25 -4.412 -7.043 -1.459
C26 -5.057 -5.887 -1.832
C27 -4.363 -4.751 -2.271
C28 -2.988 -4.719 -2.345
C29 -2.329 -5.875 -1.952
H19 0.573 -1.405 -2.954
H20 -0.156 -2.866 -3.640
H21 1.563 -2.846 -3.215
H22 -0.326 -2.650 1.555
H23 -0.274 -5.223 0.657
H24 1.014 -6.048 -1.829
H25 0.195 -5.087 -3.112
H26 -4.950 -7.913 -1.121
H27 -6.134 -5.841 -1.793
H28 -4.928 -3.878 -2.560
H29 -2.455 -3.850 -2.700
F1 0.207 2.808 4.388
C30 0.990 3.452 3.496
F2 0.236 4.328 2.847
F3 1.926 4.092 4.172
S1 1.603 2.103 2.360
O1 2.375 1.251 3.212
O2 2.218 2.637 1.200
O3 0.266 1.495 2.058

---

This record from OMol25 describes a single FH2IP2 molecule. The level of theory is the ωB97M-V functional and the def2-TZVPD basis.

As for the frontier orbital gap: 0.325 Ha. The SMILES is F[PH]#[PH]I. The calculation puts the relative energy (zero: lowest compared OMol25 entry of this formula, charge and spin) at 58.4 kJ/mol. The LUMO energy is -0.3 eV.

CARTESIAN COORDINATES (ANGSTROEM)
F1 0.219 -2.255 -0.746
P1 0.611 -0.699 -0.895
P2 -0.045 0.011 1.131
I1 1.172 2.078 0.903
H1 -0.547 -0.014 -1.250
H2 -1.410 0.879 0.857

---

This record from OMol25 describes a single C11H13NO6 molecule. The level of theory is the ωB97M-V functional and the def2-TZVPD basis.

As for the frontier orbital gap: 0.355 Ha. The SMILES is COC(=O)/C=C/C(=O)OCCN1C(=O)CCC1=O. The calculation puts the relative energy (zero: lowest compared OMol25 entry of this formula, charge and spin) at 0.0 kJ/mol. The LUMO energy is -0.4 eV.

CARTESIAN COORDINATES (ANGSTROEM)
C1 5.989 -0.892 -0.270
O1 4.588 -0.869 -0.510
C2 3.908 0.138 0.051
O2 4.415 0.989 0.737
C3 2.470 0.071 -0.304
C4 1.608 0.990 0.129
C5 0.185 0.990 -0.281
O3 -0.343 0.139 -0.954
O4 -0.428 2.090 0.166
C6 -1.790 2.300 -0.195
C7 -2.762 1.572 0.737
N1 -2.826 0.159 0.435
C8 -3.383 -0.320 -0.735
O5 -3.966 0.359 -1.535
C9 -3.113 -1.804 -0.788
C10 -2.499 -2.146 0.565
C11 -2.233 -0.809 1.218
O6 -1.649 -0.586 2.244
H1 6.191 -0.901 0.803
H2 6.464 -0.010 -0.705
H3 6.363 -1.797 -0.740
H4 2.163 -0.737 -0.952
H5 1.931 1.792 0.775
H6 -1.958 1.972 -1.226
H7 -1.941 3.378 -0.119
H8 -2.436 1.669 1.775
H9 -3.755 2.003 0.601
H10 -4.031 -2.348 -1.007
H11 -2.409 -1.975 -1.603
H12 -1.570 -2.709 0.484
H13 -3.181 -2.709 1.205

---

This record from OMol25 describes a single C22H25N3O5S molecule. The level of theory is the ωB97M-V functional and the def2-TZVPD basis.

As for the frontier orbital gap: 0.324 Ha. The SMILES is Cc1ccccc1OCCCC(=O)Nc1ccc(S(=O)(=O)Nc2onc(C)c2C)cc1. The calculation puts the relative energy (zero: lowest compared OMol25 entry of this formula, charge and spin) at 346.5 kJ/mol. The LUMO energy is 0.3 eV.

CARTESIAN COORDINATES (ANGSTROEM)
C1 -0.584 -0.927 -0.477
C2 -1.989 -1.426 -0.580
C3 -2.289 -2.566 -1.303
C4 -3.595 -3.009 -1.439
C5 -4.617 -2.294 -0.849
C6 -4.341 -1.150 -0.117
C7 -3.031 -0.715 0.033
O1 -2.643 0.375 0.778
C8 -3.629 1.227 1.309
C9 -4.201 2.184 0.258
C10 -3.226 3.311 -0.101
C11 -1.938 2.776 -0.709
O2 -1.835 2.493 -1.877
N1 -0.912 2.692 0.199
C12 0.404 2.307 -0.014
C13 1.197 2.042 1.107
C14 2.525 1.696 0.958
C15 3.064 1.620 -0.311
S1 4.781 1.191 -0.511
O3 5.415 1.151 0.770
O4 5.380 1.962 -1.554
N2 4.734 -0.392 -1.138
C16 3.808 -1.305 -0.693
O5 3.019 -1.887 -1.621
N3 2.184 -2.764 -0.995
C17 2.444 -2.708 0.284
C18 1.705 -3.529 1.272
C19 3.491 -1.779 0.553
C20 4.088 -1.473 1.878
C21 2.297 1.875 -1.432
C22 0.966 2.218 -1.290
H1 0.114 -1.673 -0.844
H2 -0.477 -0.024 -1.077
H3 -0.337 -0.672 0.552
H4 -1.481 -3.111 -1.769
H5 -3.810 -3.901 -2.008
H6 -5.642 -2.617 -0.954
H7 -5.166 -0.613 0.326
H8 -4.434 0.650 1.779
H9 -3.126 1.791 2.103
H10 -5.125 2.623 0.639
H11 -4.433 1.616 -0.644
H12 -3.696 3.945 -0.854
H13 -3.012 3.915 0.783
H14 -1.162 2.801 1.172
H15 0.765 2.111 2.095
H16 3.160 1.498 1.806
H17 4.809 -0.373 -2.145
H18 2.395 -4.181 1.806
H19 1.214 -2.885 1.999
H20 0.959 -4.131 0.762
H21 4.823 -0.679 1.786
H22 3.311 -1.169 2.579
H23 4.573 -2.361 2.282
H24 2.753 1.823 -2.408
H25 0.355 2.418 -2.155

---

This record from OMol25 describes a single CH4NOPS molecule. The level of theory is the ωB97M-V functional and the def2-TZVPD basis.

As for the frontier orbital gap (alpha / beta): 0.296 / 0.284 Ha. The calculation puts the relative energy (zero: lowest compared OMol25 entry of this formula, charge and spin) at 195.1 kJ/mol. The LUMO energy (alpha / beta) is -1.1 / -1.5 eV.

CARTESIAN COORDINATES (ANGSTROEM)
C1 1.033 0.903 -0.064
N1 -1.002 -0.100 -0.280
O1 0.811 -2.076 -0.306
P1 0.455 -0.790 0.329
S1 -2.309 0.288 0.658
H1 0.578 1.768 0.374
H2 1.116 0.942 -1.173
H3 -0.818 0.246 -1.181
H4 0.138 -1.183 1.643

---

This record from OMol25 describes a molecular structure, C32H64BeBr2ClCs2IN8O12PSi. The level of theory is the ωB97M-V functional and the def2-TZVPD basis.

As for the frontier orbital gap: 0.041 Ha. As for the net charge: +1. The calculation puts the relative energy (zero: lowest compared OMol25 entry of this formula, charge and spin) at 0.0 kJ/mol. The LUMO energy is -7.3 eV.

CARTESIAN COORDINATES (ANGSTROEM)
C1 -0.908 0.168 -7.285
C2 0.251 0.046 -6.222
N1 -0.069 0.803 -4.985
C3 -0.204 -0.030 -3.784
I1 -1.722 -1.543 -4.128
N2 1.167 -0.654 -3.541
C4 2.003 0.132 -2.729
N3 3.280 0.250 -3.085
C5 3.788 -0.429 -4.280
N4 3.870 -1.873 -4.143
C6 4.226 1.071 -2.324
C7 4.037 2.578 -2.657
C8 4.369 3.476 -1.475
O1 3.780 4.470 -1.214
O2 5.435 3.055 -0.675
N5 1.594 0.807 -1.654
C9 0.120 0.608 -1.308
C10 -0.147 -0.813 -0.798
C11 1.018 -1.470 -0.026
C12 0.589 -2.508 0.974
C13 0.826 -2.252 2.317
C14 0.512 -3.152 3.316
C15 -0.054 -4.369 2.960
C16 -0.315 -4.621 1.627
C17 0.003 -3.718 0.627
N6 -0.249 1.624 -0.403
C18 -0.040 1.640 0.857
C19 -1.048 1.227 1.892
C20 1.251 2.178 1.469
C21 -0.582 0.971 -2.664
C22 -2.064 1.351 -2.578
C23 -3.001 0.547 -1.673
O3 -3.218 1.191 -0.402
Si1 -4.534 2.192 -0.288
C24 -4.519 2.838 1.469
C25 -4.503 3.689 -1.388
C26 -6.199 1.301 -0.501
H1 -1.824 0.335 -6.718
H2 -0.674 1.010 -7.998
H3 -0.964 -0.782 -7.922
H4 0.567 -1.008 -6.077
H5 1.144 0.578 -6.695
H6 0.666 1.494 -4.834
H7 1.050 -1.576 -3.123
H8 4.803 -0.070 -4.560
H9 3.115 -0.207 -5.140
H10 4.816 -2.226 -4.120
H11 3.308 -2.228 -3.366
H12 5.226 0.807 -2.654
H13 4.139 0.909 -1.252
H14 3.016 2.792 -2.973
H15 4.698 2.875 -3.475
H16 5.091 2.355 -0.105
H17 2.193 0.650 -0.850
H18 -0.412 -1.497 -1.605
H19 -1.017 -0.821 -0.145
H20 1.668 -1.958 -0.769
H21 1.654 -0.736 0.478
H22 1.301 -1.319 2.603
H23 0.759 -2.890 4.336
H24 -0.273 -5.087 3.740
H25 -0.751 -5.577 1.358
H26 -0.197 -3.943 -0.415
H27 -0.576 0.800 2.778
H28 -1.807 0.565 1.488
H29 -1.572 2.130 2.226
H30 0.971 2.920 2.219
H31 1.694 1.350 2.034
H32 1.922 2.576 0.712
H33 -0.076 1.898 -2.969
H34 -2.458 1.316 -3.596
H35 -2.106 2.406 -2.308
H36 -3.980 0.538 -2.176
H37 -2.734 -0.499 -1.539
H38 -3.509 2.929 1.865
H39 -5.085 3.765 1.561
H40 -5.022 2.120 2.125
H41 -4.594 3.445 -2.450
H42 -3.544 4.200 -1.280
H43 -5.289 4.406 -1.141
H44 -6.363 0.387 0.179
H45 -7.044 2.013 -0.332
H46 -6.268 1.015 -1.565
Cl1 0.422 0.865 -9.774
O4 -5.625 1.655 4.228
H47 -4.876 0.976 4.473
H48 -6.397 1.312 4.688
N7 -1.092 4.592 -3.847
O5 -0.114 3.872 -3.492
O6 -0.924 5.502 -4.654
O7 -2.220 4.358 -3.363
Cs1 2.918 0.546 -6.950
Cs2 -7.532 -0.090 1.016
Br1 -1.461 -2.855 -7.054
C27 -3.367 2.831 8.985
C28 -3.862 2.501 7.601
O8 -3.649 1.401 7.086
N8 -4.553 3.434 6.921
C29 -4.906 4.777 7.345
H49 -2.835 1.972 9.382
H50 -2.683 3.680 8.950
H51 -4.205 3.059 9.644
H52 -4.850 3.127 6.001
H53 -5.991 4.885 7.339
H54 -4.482 5.500 6.648
H55 -4.535 4.986 8.342
Be1 3.593 -3.919 -2.119
C30 5.929 -3.067 1.823
O9 4.887 -3.988 1.498
P1 4.273 -4.843 2.789
O10 4.210 -3.742 3.788
O11 5.607 -5.778 2.933
C31 6.139 -6.470 1.793
O12 3.339 -5.897 3.677
C32 2.834 -7.104 3.068
H56 6.474 -2.874 0.897
H57 5.504 -2.137 2.193
H58 6.612 -3.482 2.562
H59 7.043 -5.964 1.453
H60 5.430 -6.513 0.966
H61 6.393 -7.484 2.095
H62 3.653 -7.793 2.847
H63 2.279 -6.881 2.156
H64 2.161 -7.574 3.780
Br2 -3.950 -0.317 5.437

---

This record from OMol25 describes 2 unconnected molecules or ions with the total composition C4H10O2. The level of theory is the ωB97M-V functional and the def2-TZVPD basis.

As for the frontier orbital gap: 0.429 Ha. The SMILES is O=CO.CCC. The calculation puts the relative energy (zero: lowest compared OMol25 entry of this formula, charge and spin) at 102.0 kJ/mol. The LUMO energy is 0.6 eV.

CARTESIAN COORDINATES (ANGSTROEM)
O1 -4.194 1.800 -2.977
C1 -4.359 1.127 -2.009
O2 -3.506 1.108 -0.951
H1 -5.261 0.510 -1.883
H2 -2.772 0.500 -1.086
C2 3.304 -1.001 3.012
C3 3.606 -0.663 1.551
C4 4.201 -1.863 0.790
H3 2.745 -1.927 3.130
H4 2.782 -0.167 3.476
H5 4.243 -1.092 3.554
H6 4.365 0.115 1.601
H7 2.709 -0.261 1.088
H8 4.868 -1.644 -0.038
H9 4.823 -2.332 1.559
H10 3.408 -2.572 0.580

---

This record from OMol25 describes a single C5H5FN2O molecule. The level of theory is the ωB97M-V functional and the def2-TZVPD basis.

As for the frontier orbital gap: 0.289 Ha. The calculation puts the relative energy (zero: lowest compared OMol25 entry of this formula, charge and spin) at 555.3 kJ/mol. The LUMO energy is -0.2 eV.

CARTESIAN COORDINATES (ANGSTROEM)
C1 1.003 -1.341 -0.831
C2 2.058 -0.754 -0.200
C3 -0.912 1.140 -0.990
C4 2.789 -0.120 0.600
C5 -1.519 0.078 1.034
N1 -0.318 -1.024 -0.735
N2 -0.824 0.044 -0.294
O1 3.502 0.554 1.296
F1 -1.395 2.290 -0.473
H1 1.203 -2.244 -1.285
H2 -0.528 1.088 -2.123
H3 -2.059 1.074 1.130
H4 -2.218 -0.713 0.914
H5 -0.781 -0.071 1.957

---

This record from OMol25 describes 2 unconnected molecules or ions with the total composition C7H17N. The level of theory is the ωB97M-V functional and the def2-TZVPD basis.

As for the frontier orbital gap: 0.312 Ha. The SMILES is C/C=N/C(C)C.CC. The calculation puts the relative energy (zero: lowest compared OMol25 entry of this formula, charge and spin) at 381.1 kJ/mol. The LUMO energy is 0.4 eV.

CARTESIAN COORDINATES (ANGSTROEM)
C1 -0.852 1.706 -0.270
C2 -0.048 0.701 0.524
N1 -0.037 -0.565 0.283
C3 -0.666 -0.960 1.606
C4 0.168 -0.682 2.898
C5 -2.205 -0.622 1.718
H1 -1.775 2.051 0.190
H2 -0.207 2.595 -0.291
H3 -1.022 1.332 -1.281
H4 0.660 1.279 1.144
H5 -0.594 -2.058 1.658
H6 -0.186 -1.302 3.723
H7 1.233 -0.840 2.775
H8 -0.038 0.355 3.195
H9 -2.558 -0.864 0.718
H10 -2.591 -1.447 2.320
H11 -2.272 0.362 2.169
C6 2.393 -0.049 -2.889
C7 0.870 -0.192 -2.892
H12 2.860 -0.935 -3.324
H13 2.816 0.055 -1.890
H14 2.682 0.768 -3.556
H15 0.344 0.740 -2.668
H16 0.481 -0.624 -3.813
H17 0.544 -0.805 -2.046

---

This record from OMol25 describes a molecular structure, C6H10. The level of theory is the ωB97M-V functional and the def2-TZVPD basis.

As for the frontier orbital gap: 0.316 Ha. The calculation puts the relative energy (zero: lowest compared OMol25 entry of this formula, charge and spin) at 448.4 kJ/mol. The LUMO energy is 0.8 eV.

CARTESIAN COORDINATES (ANGSTROEM)
C1 0.283 -1.020 1.737
C2 0.459 0.314 1.022
C3 -0.136 0.374 -0.386
C4 -0.156 1.764 -1.009
C5 -0.122 -0.758 -1.226
C6 -0.618 -1.734 -1.823
H1 -0.777 -1.232 1.920
H2 0.690 -1.843 1.141
H3 0.797 -1.012 2.703
H4 0.011 1.120 1.622
H5 1.536 0.559 0.977
H6 -1.250 -0.481 -0.684
H7 0.860 2.132 -1.228
H8 -0.712 1.766 -1.949
H9 -0.613 2.494 -0.329
H10 -0.284 -2.480 -2.502

---

This record from OMol25 describes a molecular structure, C32H32N5O5SbV. The level of theory is the ωB97M-V functional and the def2-TZVPD basis.

As for the frontier orbital gap: 0.177 Ha. As for the net charge: +3. The calculation puts the relative energy (zero: lowest compared OMol25 entry of this formula, charge and spin) at 7.3 kJ/mol. The LUMO energy is -10.8 eV.

CARTESIAN COORDINATES (ANGSTROEM)
V1 0.343 -0.460 0.427
C1 1.208 -4.081 2.728
C2 1.112 -2.714 2.180
N1 0.276 -2.332 1.265
N2 -0.615 -3.219 0.737
C3 -1.269 -2.633 -0.204
O1 -0.919 -1.325 -0.418
C4 -2.305 -3.213 -1.021
C5 -2.737 -4.517 -0.748
C6 -3.726 -5.079 -1.530
C7 -4.280 -4.352 -2.579
C8 -3.850 -3.058 -2.853
C9 -2.863 -2.483 -2.076
C10 1.975 -1.613 2.617
C11 2.964 -1.703 3.571
C12 3.710 -0.563 3.865
C13 3.440 0.617 3.195
C14 2.429 0.636 2.246
N3 1.711 -0.455 1.977
H1 0.431 -4.723 2.328
H2 2.188 -4.495 2.471
H3 1.143 -4.052 3.818
H4 -2.298 -5.072 0.069
H5 -4.068 -6.084 -1.326
H6 -5.053 -4.799 -3.189
H7 -4.285 -2.507 -3.675
H8 -2.517 -1.481 -2.290
H9 3.157 -2.641 4.073
H10 4.496 -0.606 4.607
H11 4.004 1.518 3.391
H12 2.190 1.535 1.691
O2 -0.637 0.745 1.256
O3 -0.216 2.047 1.550
C15 -2.399 2.784 -0.662
Sb1 -1.805 3.246 1.288
C16 -0.867 5.091 1.567
C17 -3.134 2.672 2.796
H13 -3.014 3.599 -1.043
H14 -2.971 1.859 -0.643
H15 -1.497 2.675 -1.262
H16 -1.627 5.869 1.491
H17 -0.116 5.226 0.792
H18 -0.419 5.107 2.559
H19 -4.025 3.295 2.716
H20 -2.653 2.827 3.760
H21 -3.396 1.626 2.652
O4 0.573 0.939 -1.059
C18 1.661 0.350 -1.407
N4 2.603 0.576 -2.273
C19 3.727 -0.406 -2.088
C20 3.216 -1.200 -0.850
O5 3.762 -2.030 -0.201
N5 1.892 -0.737 -0.631
C21 3.812 -1.387 -3.247
C22 2.734 -1.586 -4.105
C23 2.818 -2.535 -5.114
C24 3.970 -3.294 -5.257
C25 5.038 -3.107 -4.391
C26 4.963 -2.156 -3.385
C27 4.995 0.378 -1.801
C28 5.440 0.615 -0.505
C29 6.555 1.414 -0.290
C30 7.221 1.984 -1.363
C31 6.778 1.751 -2.659
C32 5.671 0.949 -2.879
H22 2.658 1.361 -2.908
H23 1.832 -0.993 -4.015
H24 1.988 -2.674 -5.793
H25 4.037 -4.030 -6.047
H26 5.937 -3.698 -4.503
H27 5.800 -2.009 -2.715
H28 4.956 0.145 0.343
H29 6.917 1.576 0.717
H30 8.095 2.599 -1.194
H31 7.304 2.185 -3.498
H32 5.341 0.742 -3.890

---

| no. | DFT total energy (Eh) |
| --- | --- |
| 1 | -4541.46936 |
| 2 | -1081.45704 |
| 3 | -933.21462 |
| 4 | -1791.97187 |
| 5 | -909.93061 |
| 6 | -9189.43874 |
| 7 | -308.85931 |
| 8 | -477.94823 |
| 9 | -331.52575 |
| 10 | -234.43171 |
| 11 | -3071.86468 |